# 1
{"formula": "C36H40BNP2Re", "method": "ωB97M-V with the def2-TZVPD basis set", "symbols": ["Re", "C", "C", "C", "C", "C", "C", "C", "C", "C", "H", "H", "H", "H", "H", "H", "H", "H", "H", "H", "H", "H", "H", "H", "H", "P", "P", "C", "C", "C", "C", "C", "C", "C", "C", "C", "C", "C", "C", "C", "C", "C", "C", "C", "C", "C", "C", "C", "C", "C", "C", "C", "C", "H", "H", "H", "H", "H", "H", "H", "H", "H", "H", "H", "H", "H", "H", "H", "H", "H", "H", "H", "H", "H", "H", "B", "C", "N", "H", "H", "H"], "positions_angstrom": [[0.15, -0.04, 2.78], [-1.89, 0.84, -4.59], [-1.90, -0.43, -4.18], [-1.06, -1.56, -4.71], [0.30, -1.17, -5.35], [1.20, -0.34, -4.47], [1.23, 0.99, -4.38], [0.36, 1.97, -5.12], [-1.00, 1.45, -5.64], [1.88, 0.48, 3.91], [-2.63, 1.54, -4.20], [-2.66, -0.75, -3.45], [-1.62, -2.12, -5.47], [-0.87, -2.27, -3.89], [0.83, -2.11, -5.53], [0.13, -0.72, -6.33], [1.94, -0.94, -3.93], [2.01, 1.48, -3.77], [0.91, 2.37, -5.99], [0.18, 2.83, -4.46], [-1.53, 2.33, -6.02], [-0.84, 0.79, -6.50], [1.63, 1.44, 4.41], [2.84, 0.57, 3.37], [1.94, -0.33, 4.66], [-1.43, -0.52, 1.30], [1.60, 0.07, 1.12], [-0.58, -0.70, -0.34], [0.76, -0.58, -0.38], [-2.44, -2.06, 1.42], [-2.78, -2.77, 0.26], [-3.54, -3.94, 0.36], [-3.96, -4.39, 1.61], [-3.61, -3.70, 2.77], [-2.83, -2.54, 2.68], [-2.69, 0.77, 0.85], [-2.26, 2.10, 0.78], [-3.16, 3.12, 0.45], [-4.50, 2.79, 0.18], [-4.93, 1.46, 0.24], [-4.03, 0.45, 0.60], [3.11, -0.98, 1.22], [2.96, -2.27, 1.75], [4.09, -3.08, 1.95], [5.36, -2.60, 1.62], [5.50, -1.31, 1.09], [4.38, -0.49, 0.91], [2.20, 1.75, 0.65], [2.39, 2.77, 1.60], [2.89, 4.01, 1.20], [3.15, 4.26, -0.15], [2.90, 3.26, -1.10], [2.42, 2.02, -0.70], [-1.20, -0.85, -1.24], [1.39, -0.86, -1.22], [-2.44, -2.41, -0.71], [-3.80, -4.47, -0.56], [-4.55, -5.31, 1.68], [-3.94, -4.05, 3.75], [-2.53, -1.99, 3.58], [-1.21, 2.35, 1.00], [-2.82, 4.15, 0.39], [-5.21, 3.58, -0.05], [-5.96, 1.21, 0.01], [-4.37, -0.58, 0.68], [1.97, -2.63, 2.04], [3.96, -4.09, 2.36], [6.23, -3.23, 1.77], [6.49, -0.93, 0.83], [4.49, 0.53, 0.53], [2.15, 2.59, 2.66], [3.07, 4.79, 1.95], [3.53, 5.23, -0.46], [3.07, 3.45, -2.16], [2.20, 1.24, -1.44], [-0.45, -0.13, 7.10], [-0.67, -0.22, 5.63], [-0.73, -0.26, 4.45], [-1.42, 0.49, 7.50], [0.60, 0.47, 7.31], [-0.38, -1.28, 7.50]], "lowdin_spin": [2.75, 0.00, 0.00, 0.00, 0.00, 0.00, 0.00, 0.00, 0.00, -0.13, 0.00, 0.00, 0.00, 0.00, 0.00, 0.00, 0.00, 0.00, 0.00, 0.00, 0.00, 0.00, 0.01, 0.00, 0.00, 0.05, 0.08, 0.02, 0.02, 0.01, 0.00, 0.00, 0.00, 0.00, 0.00, 0.01, 0.01, 0.00, -0.01, 0.00, 0.00, 0.01, 0.01, 0.00, 0.00, 0.00, 0.00, 0.03, 0.01, 0.00, 0.00, 0.00, 0.01, 0.00, 0.00, 0.00, 0.00, 0.00, 0.00, 0.00, 0.01, 0.00, 0.00, 0.00, 0.00, 0.01, 0.00, 0.00, 0.00, 0.00, 0.00, 0.00, 0.00, 0.00, 0.00, 0.00, 0.08, 0.02, 0.00, -0.02, 0.01], "relative_energy_kcal_mol": 5.7, "total_energy_ha": -2235.55861, "lumo_energy_ev": [-10.38, -9.34], "total_charge": 2, "spin_multiplicity": 4, "max_force_ev_per_a": 8.129}

# 2
{"formula": "C49H51BiBrF5N5", "method": "ωB97M-V with the def2-TZVPD basis set", "symbols": ["Bi", "C", "C", "C", "C", "C", "C", "C", "C", "C", "C", "C", "C", "C", "C", "C", "C", "N", "C", "C", "C", "N", "C", "C", "C", "N", "C", "C", "C", "C", "C", "C", "C", "C", "C", "C", "C", "C", "N", "C", "C", "H", "H", "H", "H", "H", "H", "H", "H", "H", "H", "H", "H", "H", "H", "H", "H", "H", "H", "H", "H", "H", "H", "H", "H", "H", "H", "H", "H", "H", "H", "H", "H", "H", "H", "H", "H", "H", "H", "H", "H", "H", "H", "H", "H", "Br", "C", "C", "C", "C", "C", "C", "C", "C", "C", "C", "H", "H", "H", "H", "H", "H", "N", "C", "H", "F", "C", "F", "C", "F", "F", "F"], "positions_angstrom": [[0.30, 0.25, -0.14], [-3.37, 5.78, -0.47], [-2.30, 5.32, 0.53], [-2.22, 3.82, 0.59], [-2.93, 2.99, 1.42], [-3.90, 3.35, 2.50], [-3.25, 3.25, 3.88], [-2.52, 1.67, 1.10], [-3.06, 0.40, 1.63], [-2.18, -0.78, 1.56], [-2.35, -2.83, 2.86], [-2.81, -3.32, 4.20], [-2.03, -2.60, 5.31], [-1.32, -3.28, 2.13], [-0.85, -2.58, 0.91], [-0.08, -3.27, -0.01], [0.41, -2.80, -1.24], [0.34, -1.53, -1.66], [0.91, -1.46, -2.92], [1.07, -0.35, -3.72], [0.70, 0.99, -3.46], [-0.09, 1.34, -2.44], [-0.09, 2.70, -2.38], [-0.72, 3.43, -1.36], [-1.42, 2.99, -0.26], [-1.62, 1.66, 0.13], [0.67, 3.24, -3.48], [1.16, 2.16, -4.17], [2.07, 2.16, -5.36], [3.54, 2.02, -4.94], [0.86, 4.70, -3.76], [-0.36, 5.28, -4.50], [1.34, -2.79, -3.30], [1.04, -3.62, -2.25], [1.23, -5.10, -2.17], [0.01, -5.84, -2.74], [2.03, -3.15, -4.58], [1.06, -3.25, -5.76], [-1.20, -1.29, 0.72], [-0.62, -4.55, 2.56], [-1.35, -5.80, 2.03], [-3.42, 6.87, -0.52], [-4.35, 5.40, -0.17], [-3.16, 5.39, -1.47], [-2.53, 5.70, 1.52], [-1.33, 5.73, 0.25], [-4.77, 2.68, 2.45], [-4.27, 4.37, 2.33], [-2.92, 2.23, 4.06], [-3.96, 3.53, 4.67], [-2.38, 3.90, 3.94], [-4.13, 0.26, 1.42], [-2.70, -4.40, 4.29], [-3.88, -3.09, 4.30], [-0.97, -2.86, 5.26], [-2.42, -2.86, 6.29], [-2.11, -1.52, 5.16], [0.12, -4.31, 0.18], [1.62, -0.52, -4.64], [-0.67, 4.51, -1.46], [1.94, 3.08, -5.93], [1.81, 1.33, -6.02], [3.82, 2.85, -4.28], [4.20, 2.02, -5.80], [3.69, 1.10, -4.38], [1.75, 4.84, -4.37], [1.01, 5.24, -2.83], [-0.51, 4.77, -5.45], [-0.22, 6.35, -4.69], [-1.26, 5.14, -3.90], [1.38, -5.40, -1.14], [2.12, -5.39, -2.73], [-0.90, -5.54, -2.21], [0.13, -6.92, -2.66], [-0.12, -5.59, -3.80], [2.55, -4.10, -4.45], [2.79, -2.39, -4.80], [0.31, -4.01, -5.57], [1.60, -3.52, -6.67], [0.55, -2.31, -5.92], [-0.58, -4.59, 3.65], [0.41, -4.54, 2.21], [-2.37, -5.84, 2.43], [-0.83, -6.71, 2.32], [-1.42, -5.76, 0.94], [3.28, -0.85, -0.59], [3.43, -1.46, 1.23], [4.55, -2.20, 1.50], [4.83, -2.59, 2.82], [4.01, -2.17, 3.83], [2.87, -1.38, 3.56], [2.09, -0.87, 4.63], [1.04, -0.05, 4.38], [0.64, 0.21, 3.05], [1.30, -0.32, 1.97], [2.50, -1.05, 2.22], [5.23, -2.46, 0.70], [5.71, -3.18, 3.02], [4.24, -2.41, 4.86], [2.38, -1.12, 5.64], [0.48, 0.41, 5.19], [-0.21, 0.85, 2.91], [-3.01, -1.64, 2.40], [-2.48, -0.25, 2.92], [-3.99, -1.75, 2.15], [2.10, 2.93, 0.68], [1.71, 3.27, 2.00], [0.32, 3.00, 1.99], [1.78, 4.77, 2.01], [3.06, 5.20, 1.96], [1.24, 5.26, 3.15], [1.14, 5.48, 1.00]], "mulliken_charge": [1.98, -1.28, -1.31, 1.00, 0.41, -1.06, -0.98, 0.20, -0.03, 0.50, -0.30, -0.85, -1.04, 0.82, 0.89, -0.89, 0.52, -0.32, 0.71, -0.58, -0.17, -0.89, 0.25, 0.02, -0.28, -0.59, 0.55, 0.25, -1.04, -1.09, -1.01, -1.07, 0.59, 0.00, -1.22, -1.11, -1.10, -1.09, -0.03, -1.70, -1.30, 0.41, 0.31, 0.23, 0.55, 0.24, 0.37, 0.38, 0.09, 0.45, 0.27, 0.33, 0.29, 0.43, 0.22, 0.47, 0.21, 0.08, 0.28, 0.36, 0.43, 0.40, 0.32, 0.39, 0.21, 0.43, 0.38, 0.31, 0.39, 0.18, 0.39, 0.51, 0.27, 0.41, 0.20, 0.37, 0.37, 0.26, 0.39, 0.27, 0.52, 0.49, 0.37, 0.39, 0.28, -0.11, 0.90, -0.70, -0.80, -0.82, 1.02, -1.24, -1.26, 0.45, -0.05, 0.09, 0.41, 0.37, 0.37, 0.31, 0.50, 0.19, 0.30, -1.43, 0.36, -0.26, -1.17, 0.16, 1.04, -0.30, -0.29, -0.25], "relative_energy_kcal_mol": 51.8, "total_energy_ha": -5459.38610, "lumo_energy_ev": 1.11, "total_charge": -1, "max_force_ev_per_a": 1.094}

# 3
{"formula": "C13H18BrCdF5N10O3S2Te", "method": "ωB97M-V with the def2-TZVPD basis set", "symbols": ["Cd", "N", "N", "C", "N", "S", "H", "H", "H", "H", "H", "Br", "C", "C", "C", "C", "C", "C", "C", "O", "O", "H", "H", "H", "H", "C", "N", "C", "C", "N", "C", "S", "H", "H", "H", "H", "H", "H", "F", "Te", "F", "F", "F", "F", "O", "N", "N", "N", "C", "N", "N", "H", "H", "H"], "positions_angstrom": [[0.80, -0.15, 0.09], [3.12, -0.97, -0.59], [3.95, -0.06, -1.22], [3.88, 1.26, -0.90], [4.84, 2.02, -1.48], [2.76, 1.92, 0.13], [3.54, -1.38, 0.23], [2.79, -1.69, -1.23], [4.79, -0.40, -1.68], [5.38, 1.68, -2.25], [4.76, 3.01, -1.37], [-2.77, 3.54, -1.56], [-2.36, 4.01, 0.23], [-2.97, 5.15, 0.73], [-2.74, 5.53, 2.05], [-1.93, 4.77, 2.87], [-1.35, 3.61, 2.36], [-1.54, 3.22, 1.04], [-0.82, 1.99, 0.57], [-0.35, 1.94, -0.57], [-0.69, 1.04, 1.41], [-3.61, 5.73, 0.09], [-3.21, 6.43, 2.43], [-1.76, 5.06, 3.89], [-0.72, 2.99, 2.99], [0.61, -4.34, 2.65], [-0.31, -3.23, 2.85], [-1.66, -3.34, 3.12], [-2.17, -2.09, 3.09], [-1.12, -1.24, 2.82], [0.02, -1.94, 2.67], [1.56, -1.28, 2.38], [0.03, -5.21, 2.34], [1.15, -4.57, 3.57], [1.31, -4.07, 1.87], [-2.14, -4.29, 3.28], [-3.18, -1.74, 3.22], [-1.17, -0.25, 2.57], [-0.78, -4.92, -1.02], [-0.74, -3.07, -1.32], [-1.86, -3.15, 0.18], [-1.30, -1.23, -1.21], [-2.24, -3.14, -2.42], [0.08, -3.59, -2.94], [0.79, -2.56, -0.54], [-0.71, -1.22, -5.16], [-0.14, -0.40, -4.20], [-0.06, 0.91, -4.31], [0.58, 1.22, -3.19], [0.88, 0.13, -2.47], [0.39, -0.89, -3.13], [-1.63, -0.85, -5.36], [-0.80, -2.13, -4.73], [0.81, 2.23, -2.88]], "nbo_charge": [1.64, -0.69, -0.44, 0.28, -0.79, -0.25, 0.38, 0.41, 0.38, 0.39, 0.42, 0.07, -0.06, -0.25, -0.19, -0.22, -0.18, -0.12, 0.77, -0.74, -0.86, 0.23, 0.22, 0.22, 0.23, -0.41, -0.35, -0.07, -0.05, -0.53, 0.28, -0.42, 0.22, 0.21, 0.25, 0.23, 0.23, 0.48, -0.62, 3.43, -0.64, -0.66, -0.61, -0.63, -1.23, -0.60, 0.17, -0.27, 0.15, -0.36, -0.08, 0.38, 0.40, 0.24], "total_energy_ha": -5585.00968, "lumo_energy_ev": -0.18, "total_charge": 0, "max_force_ev_per_a": 0.878}